1.
DFT (wB97M-V/def2-TZVPD) results for a gas-phase ion, C5H9N2 (charge +1) at a distorted geometry.

Summary:
- HOMO (Ha) = -0.506
- LUMO energy (eV) = -4.429
- energy above the lowest of the compared OMol25 structures with the same formula, charge and spin (kcal/mol) = 101.2
- E_tot (Ha) = -305.06871
- total charge = +1

CARTESIAN COORDINATES (ANGSTROEM)
N -2.247 -1.358 -0.541
C -1.334 -1.200 0.174
C -0.564 -0.752 1.373
C 0.146 0.579 1.061
C 1.153 0.386 -0.045
C 0.932 1.235 -1.282
N 0.500 -0.179 -1.179
H -2.609 -1.534 -1.555
H -1.199 -0.502 2.264
H 0.149 -1.604 1.680
H -0.604 1.283 0.953
H 0.678 1.037 1.990
H 2.117 0.023 0.345
H 0.182 1.999 -1.259
H 1.716 1.362 -2.121
H 0.984 -0.776 -1.858

---

2.
DFT (wB97M-V/def2-TZVPD) results for a single C11H19NSi molecule at a distorted geometry.

Summary:
- HOMO (Ha) = -0.280
- LUMO energy (eV) = 0.851
- energy above the lowest of the compared OMol25 structures with the same formula, charge and spin (kcal/mol) = 0.0
- E_tot (Ha) = -774.79569
- total charge = 0

CARTESIAN COORDINATES (ANGSTROEM)
C -2.934 -2.426 -2.006
N -2.466 -1.048 -2.027
C -3.356 -0.145 -2.754
C -1.523 -0.622 -1.045
C -0.600 -1.528 -0.563
C 0.383 -1.164 0.307
C 0.442 0.132 0.770
Si 2.025 0.791 1.478
C 3.526 -0.353 1.320
C 2.442 2.384 0.610
C 1.845 1.170 3.285
C -0.531 1.041 0.366
C -1.486 0.683 -0.546
H -3.888 -2.570 -2.474
H -2.174 -3.090 -2.458
H -3.074 -2.710 -0.952
H -4.292 -0.038 -2.216
H -2.903 0.808 -2.919
H -3.660 -0.554 -3.709
H -0.637 -2.540 -0.949
H 1.114 -1.882 0.591
H 3.294 -1.043 0.510
H 3.636 -0.911 2.260
H 4.439 0.157 1.040
H 1.700 3.130 0.863
H 3.401 2.816 0.950
H 2.441 2.209 -0.460
H 1.093 1.953 3.423
H 1.528 0.278 3.797
H 2.788 1.543 3.706
H -0.381 2.091 0.681
H -2.192 1.437 -0.878

---

3.
DFT (wB97M-V/def2-TZVPD) results for a molecular structure, C38H28N6O5P2S2V at a distorted geometry.

Summary:
- HOMO (spin up / spin down) (Ha) = -0.029 / -0.088
- LUMO energy (spin up / spin down) (eV) = 4.242 / 4.242
- energy above the lowest of the compared OMol25 structures with the same formula, charge and spin (kcal/mol) = 21.4
- 2S+1 = 4
- E_tot (Ha) = -4592.95629
- total charge = -2

CARTESIAN COORDINATES (ANGSTROEM)
V 0.290 -0.050 -0.354
S -0.454 -1.332 2.164
P -1.662 -1.774 0.625
C -1.754 -0.537 -0.554
P -2.811 0.793 -0.290
S -2.201 2.585 0.315
C -4.232 0.380 0.821
C -4.090 0.605 2.192
C -5.148 0.383 3.059
C -6.377 -0.051 2.568
C -6.532 -0.265 1.208
C -5.464 -0.052 0.342
C -3.677 1.062 -1.909
C -3.611 0.099 -2.907
C -4.278 0.277 -4.116
C -5.025 1.424 -4.334
C -5.091 2.399 -3.342
C -4.417 2.221 -2.144
C -1.081 -3.323 -0.179
C -0.290 -4.232 0.507
C 0.086 -5.428 -0.095
C -0.327 -5.722 -1.385
C -1.115 -4.811 -2.077
C -1.487 -3.620 -1.477
C -3.267 -2.488 1.230
C -3.469 -2.719 2.582
C -4.583 -3.427 3.024
C -5.503 -3.918 2.112
C -5.312 -3.686 0.752
C -4.205 -2.974 0.320
H -3.139 0.965 2.564
H -5.016 0.549 4.121
H -7.205 -0.226 3.245
H -7.483 -0.607 0.816
H -5.596 -0.222 -0.720
H -2.998 -0.775 -2.724
H -4.201 -0.478 -4.890
H -5.540 1.569 -5.276
H -5.661 3.306 -3.510
H -4.438 2.985 -1.375
H 0.056 -3.981 1.503
H 0.727 -6.118 0.440
H -0.008 -6.639 -1.864
H -1.405 -5.012 -3.102
H -2.064 -2.884 -2.027
H -2.735 -2.344 3.287
H -4.726 -3.596 4.085
H -6.370 -4.471 2.454
H -6.030 -4.056 0.030
H -4.061 -2.797 -0.738
O 4.849 -4.216 -1.435
C 4.028 -3.374 -1.149
C 4.243 -2.219 -0.155
O 5.260 -2.001 0.468
C 2.962 -1.465 -0.165
C 2.049 -2.160 -0.977
O 0.847 -1.649 -1.053
C 2.625 -3.245 -1.722
O 2.154 -3.926 -2.625
O 2.641 -0.386 0.391
N -0.153 -0.578 -3.591
C 0.426 0.614 -3.340
N 0.826 1.341 -4.389
C 1.414 2.499 -4.057
N 1.807 3.284 -5.124
N 1.647 2.975 -2.851
C 1.202 2.188 -1.844
N 0.565 0.984 -2.064
C 1.400 2.535 -0.485
C 2.157 3.659 -0.085
C 2.329 3.910 1.240
C 1.747 3.035 2.196
C 1.040 1.955 1.755
N 0.838 1.682 0.448
H 0.027 -0.939 -4.511
H -0.190 -1.244 -2.824
H 1.945 2.769 -5.978
H 2.519 3.957 -4.891
H 2.582 4.286 -0.856
H 2.912 4.765 1.564
H 1.866 3.197 3.258
H 0.584 1.257 2.443

---

Which of these has the highest energy above the lowest of the compared OMol25 structures with the same formula, charge and spin? C5H9N2